# C36H64AlAs3BrO2P

C36H64AlAs3BrO2P as an isolated structure (ωB97M-V/def2-TZVPD, OMol25).

```
108
Properties=species:S:1:pos:R:3:lowdin_charge:R:1
Al 0.104 0.391 -0.758 0.083
C -1.669 2.593 1.791 -0.237
As -0.001 2.329 0.859 1.150
C 0.350 4.116 0.216 -0.232
C 1.200 1.940 2.347 -0.303
C 2.736 1.901 2.185 -0.654
C 3.262 1.620 3.606 -0.083
C 3.234 0.718 1.324 -0.290
As 2.587 0.357 -0.479 1.139
C 3.667 -1.162 -0.962 -0.232
C 3.235 1.706 -1.706 -0.229
C 3.277 3.252 1.676 -0.375
As 5.187 3.677 2.050 1.149
C 5.972 3.224 0.310 -0.344
C 4.984 5.582 1.677 -0.335
H -1.583 3.510 2.371 0.056
H -1.866 1.755 2.454 0.037
H -2.478 2.686 1.070 0.036
H 0.666 4.717 1.066 0.048
H -0.585 4.508 -0.182 0.040
H 1.111 4.140 -0.557 0.027
H 0.846 0.975 2.721 0.059
H 0.944 2.678 3.109 0.102
H 2.739 0.768 4.048 0.086
H 3.113 2.488 4.252 0.099
H 4.330 1.401 3.603 0.068
H 3.046 -0.223 1.850 0.081
H 4.315 0.791 1.197 0.081
H 4.708 -0.858 -0.861 0.055
H 3.462 -1.438 -1.993 0.042
H 3.462 -2.006 -0.307 0.040
H 4.294 1.869 -1.533 0.026
H 2.696 2.645 -1.602 0.024
H 3.080 1.324 -2.714 0.055
H 2.736 4.052 2.186 0.071
H 3.102 3.382 0.606 0.046
H 6.027 2.145 0.159 0.003
H 6.994 3.603 0.301 0.030
H 5.423 3.697 -0.506 0.020
H 4.435 6.061 2.486 0.025
H 4.470 5.751 0.729 0.028
H 5.976 6.031 1.626 0.031
C 0.097 -3.155 3.813 -0.179
C -0.179 -1.660 3.689 -0.177
C -1.005 -1.365 2.423 -0.189
C -0.706 -2.374 1.283 -0.405
C 0.761 -2.831 1.369 -0.194
C 1.006 -3.622 2.668 -0.161
P -1.043 -1.645 -0.346 1.084
C -0.605 -2.781 -1.719 -0.374
C 0.810 -2.551 -2.277 -0.234
C 1.004 -3.322 -3.590 -0.158
C 0.347 -4.718 -3.549 -0.172
C 0.136 -5.191 -2.115 -0.184
C -0.860 -4.278 -1.388 -0.178
C -2.811 -1.262 -0.586 -0.394
C -3.272 0.032 0.104 -0.217
C -4.786 0.149 -0.063 -0.164
C -5.496 -0.942 0.764 -0.164
C -4.619 -2.190 0.958 -0.179
C -3.738 -2.467 -0.260 -0.159
H -0.853 -3.697 3.791 0.122
H 0.555 -3.385 4.773 0.120
H 0.780 -1.126 3.655 0.097
H -0.711 -1.286 4.563 0.122
H -0.796 -0.348 2.081 0.048
H -2.070 -1.389 2.661 0.105
H -1.362 -3.242 1.381 0.122
H 1.397 -1.938 1.342 0.084
H 1.044 -3.440 0.508 0.097
H 2.053 -3.514 2.956 0.117
H 0.848 -4.684 2.475 0.119
H -1.298 -2.468 -2.507 0.126
H 1.551 -2.863 -1.535 0.086
H 0.976 -1.491 -2.478 0.067
H 2.073 -3.412 -3.789 0.115
H 0.582 -2.734 -4.407 0.117
H 0.954 -5.433 -4.102 0.117
H -0.624 -4.690 -4.053 0.121
H 1.093 -5.217 -1.581 0.116
H -0.249 -6.211 -2.102 0.122
H -0.817 -4.470 -0.315 0.093
H -1.872 -4.534 -1.703 0.119
H -2.858 -1.073 -1.665 0.075
H -2.762 0.893 -0.335 0.075
H -3.032 0.013 1.171 0.094
H -5.022 0.036 -1.125 0.101
H -5.135 1.140 0.228 0.118
H -6.429 -1.221 0.272 0.118
H -5.771 -0.545 1.741 0.115
H -5.248 -3.059 1.148 0.122
H -3.991 -2.078 1.848 0.096
H -4.371 -2.656 -1.130 0.129
H -3.164 -3.384 -0.105 0.092
Br -4.185 -0.416 -4.271 0.861
C -3.765 1.320 -3.665 -0.600
C -4.814 2.227 -3.588 -0.108
C -4.602 3.498 -3.077 -0.047
C -3.341 3.868 -2.625 -0.058
C -2.303 2.955 -2.698 -0.032
C -2.493 1.678 -3.230 -0.176
C -1.320 0.758 -3.325 -0.508
O -1.081 0.009 -4.224 0.123
O -0.497 0.856 -2.257 -0.118
H -5.797 1.930 -3.930 0.110
H -5.425 4.201 -3.037 0.120
H -3.171 4.865 -2.239 0.111
H -1.305 3.239 -2.388 0.107
```

Computed properties:
- E_LUMO: -5.208 eV
- Maximum force: 0.52 eV/Å
- Net charge: +2